No. 1
The following is a DFT calculation (ωB97M-V/def2-TZVPD) of C22H37AlN2O5Si4 as an isolated structure.

Element x y z (Å)
Si 0.42912 -1.10133 0.12173
Si -0.39331 -2.05170 2.08993
Si 2.65852 -1.74980 -0.16801
Si -0.75179 -2.05948 -1.63440
Al 0.33152 1.35488 0.18482
O 0.00709 1.77368 -1.85340
O -0.15624 1.61719 1.99119
O 2.11715 1.60502 -0.58798
O 3.19315 3.07185 -1.92629
O -1.15016 3.10106 3.36865
N 0.78820 3.31801 0.52417
N -1.84768 1.71776 -0.19117
C 1.76998 3.86593 -0.16887
C 2.46049 2.79211 -1.00341
C -2.28977 1.78481 -1.45027
C -0.05640 -1.48450 -3.30982
C -0.43683 2.81531 2.43550
C -2.75980 1.61440 0.79029
C 0.59654 5.17646 1.93823
C 0.27628 3.87492 1.60626
C 3.29425 -1.35752 -1.88768
C -4.56392 1.66706 -0.76290
C 3.72772 -0.85308 1.08826
C -1.23894 1.85105 -2.52050
C 2.89284 -3.59807 0.09050
C -4.11756 1.58525 0.54565
C 0.68789 -1.53247 3.53243
C -0.45270 -3.92974 2.05232
C 1.51798 5.83507 1.12824
C -3.63282 1.77106 -1.77822
C -2.58517 -1.58731 -1.54293
C -0.70091 -3.93472 -1.70263
C 2.15147 5.16874 0.08141
C -2.14803 -1.46796 2.42074
H -3.93474 1.82491 -2.81698
H 0.21492 -1.77381 4.48883
H -3.14784 -2.37212 -1.02763
H -1.13086 -4.29596 1.27691
H 0.59939 -0.61502 -3.21606
H -3.02140 -1.46738 -2.53972
H 0.75424 1.60777 -2.44137
H 4.33972 -1.66909 -1.96974
H 3.52336 0.22040 1.06086
H -1.07392 -4.38455 -0.77951
H 1.80018 6.85421 1.36023
H -1.31901 -4.29433 -2.53116
H 2.72567 -1.88753 -2.65821
H 0.53299 -4.35992 1.86114
H 0.31789 -4.29704 -1.85989
H -0.85089 -1.25165 -4.02646
H 2.58982 -3.90524 1.09457
H 2.95178 5.62234 -0.48671
H -2.37908 1.54905 1.79924
H -5.62188 1.64159 -0.98997
H 3.53184 -1.21013 2.10324
H 4.79028 -1.00085 0.87304
H -0.80753 -4.30977 3.01544
H 0.18051 5.63063 2.82641
H -1.36000 1.01709 -3.21309
H 0.87054 -0.45506 3.50480
H -1.31229 2.78869 -3.07484
H -2.17477 -0.38220 2.53752
H -2.74611 -0.65989 -0.98356
H -4.80564 1.49187 1.37384
H 0.55211 -2.28073 -3.74818
H 1.65421 -2.04383 3.49355
H 3.94610 -3.86618 -0.04063
H -2.53047 -1.91276 3.34450
H -2.82354 -1.74315 1.60418
H 3.24010 -0.28570 -2.09083
H 2.30613 -4.17855 -0.62556

The calculation puts the LUMO energy at -0.33 eV. Its HOMO-LUMO gap is 7.589 eV. As for the relative energy (zero: lowest compared OMol25 entry of this formula, charge and spin): 0.00 kJ/mol. The spin multiplicity is 1.

=====

No. 2
The following is a DFT calculation (ωB97M-V/def2-TZVPD) of C22H37AsN6ReS6Si4Te as an isolated structure.

Element x y z (Å)
Re 1.30565 -2.72152 -1.00923
Te 0.67268 -0.89808 0.50529
As 1.14082 -5.26459 -1.72155
S 2.55200 -0.88251 -1.31463
S 1.07159 -7.21053 -2.25241
S -4.26738 -4.91899 -4.72894
S -0.47181 -4.10365 -0.55969
S 2.79461 -4.31044 -0.37864
S 1.50302 -3.56642 -3.14390
Si 0.50077 2.50245 -0.42303
Si -1.52175 2.09535 3.34247
Si -0.32183 0.53462 2.06301
Si 2.19017 0.39717 2.48638
N -4.48997 -4.52043 -3.18666
N 3.99314 -0.39224 -4.16189
N 5.17984 -0.09685 -2.23550
N -2.25535 -1.27268 -0.34807
N -3.11223 -3.86656 -5.11657
N -0.43192 -0.95420 -2.37425
C -3.09265 -1.48429 0.65789
C -3.05126 3.07707 2.78941
C 2.25717 2.58052 -0.97507
C 4.04253 -0.29661 -2.85667
C -4.17464 -2.35833 0.59486
C -2.87743 -3.14408 -4.03365
C -2.46455 -1.94065 -1.49459
C -0.16719 -0.66019 -4.74286
C -1.86051 -2.11797 -3.90756
C -1.21957 2.06649 -0.97446
C -4.39167 -3.05022 -0.57526
C 2.42319 2.27066 2.68377
C -3.52751 -2.83833 -1.65113
C -1.55236 -1.66379 -2.61758
C 1.78559 0.10793 4.32198
C 3.78008 -0.55807 2.17145
C -2.19447 1.05854 4.86749
C 0.17047 3.97606 0.65322
C -3.66637 -3.51854 -2.92421
C -1.15517 -1.59522 -4.98745
C 0.19408 -0.42197 -3.42604
C -0.76880 3.48691 4.39967
H 2.36132 2.44015 -2.05440
H 1.00786 0.76953 4.71398
H 4.50396 0.07696 1.65875
H -3.65566 3.13762 3.69333
H 1.51115 2.77119 3.00759
H 2.70536 0.24384 4.89539
H -1.42243 2.30435 -2.02154
H -2.77184 4.07924 2.46700
H 4.81152 -0.29060 -4.75360
H -3.27022 1.20747 4.85090
H -1.70270 1.50608 5.72422
H -0.36386 4.68725 0.00714
H 6.06513 0.02735 -2.71449
H -1.44004 1.00325 -0.83416
H -1.39540 -1.92186 -5.99139
H -4.82299 -2.48681 1.45018
H 2.82739 1.76962 -0.51895
H 1.05243 0.19893 -3.18741
H 1.04926 4.48168 1.04905
H -0.50116 4.37643 3.82739
H -0.50461 3.75401 1.47976
H 3.61209 -1.45209 1.57163
H 5.19721 -0.05116 -1.22946
H -1.58903 3.74218 5.07077
H -1.88058 2.62802 -0.31300
H 2.65335 3.55724 -0.70192
H 0.34278 -0.16298 -5.55689
H 3.16389 2.37001 3.48282
H -3.65157 2.60494 2.01007
H 4.16379 -0.83154 3.15356
H 1.43826 -0.91383 4.50714
H -2.88960 -0.91598 1.56399
H 0.09662 3.18675 4.99136
H 3.11019 -0.47920 -4.63758
H -1.95408 -0.00100 4.78658
H -5.21243 -3.74705 -0.68647
H 2.83362 2.80418 1.82329

As for the net charge: +3. The calculation puts the LUMO energy (spin up / spin down) at -10.61 / -10.61 eV. Its HOMO-LUMO gap (spin up / spin down) is 4.788 / 4.787 eV. As for the relative energy (zero: lowest compared OMol25 entry of this formula, charge and spin): 828.53 kJ/mol. The spin multiplicity is 1.

=====

No. 3
The following is a DFT calculation (ωB97M-V/def2-TZVPD) of C22H37B2F17NO16S2Zr2 as an isolated structure.

Element x y z (Å)
Zr 1.68202 0.41542 -2.13106
Zr 2.39976 -3.71047 -1.87624
S 3.99137 -1.62471 -4.06967
S 3.17461 -3.59519 -5.30525
F -2.18461 4.39898 -4.26032
F -2.82838 0.08169 4.06018
F 5.63286 0.55407 -2.31924
F 2.60741 -5.02186 -5.03037
F -2.39029 4.26325 -0.24624
F 6.65572 1.42489 -0.62873
F 5.34800 -1.96837 -3.46078
F -2.09151 6.05384 0.95386
F 6.67672 -0.73848 -0.94105
F -1.40676 5.98638 -1.11278
F -0.18287 4.90705 -3.63354
F -1.12291 0.83130 3.04304
F -3.18042 -8.38345 4.80777
F -3.76858 -6.45216 5.50620
F -0.49000 3.45709 -5.23967
F -2.94590 0.27558 1.90933
F -4.78405 -7.37035 3.77686
O 0.16767 5.09969 1.62173
O -2.08582 2.52827 -2.62641
O 3.54646 0.29693 -0.75031
O 4.90176 0.09077 1.01450
O 4.26681 -1.15432 -5.34359
O -2.56646 -5.19605 3.59585
O 0.65597 0.69211 -0.32851
O 1.52830 -1.78787 -1.29666
O 4.45710 -3.82968 -5.79696
O -2.06815 -7.11161 2.58904
O 0.42284 3.95469 -0.26090
O 0.11756 2.19060 -2.78269
O 2.21207 -2.91542 -6.04196
O -2.54596 2.94791 4.12185
O -3.83828 2.67567 2.33360
O 3.37832 -0.69430 -3.16847
N 3.22147 -3.14185 -3.70011
C -2.12505 -3.02636 2.86404
C 4.65312 0.22092 -0.21028
C -0.96779 3.93842 -4.08049
C -3.62345 -7.20239 4.40221
C -1.69497 -4.47568 2.71956
C -4.41002 3.98334 2.36217
C 0.46476 -1.75877 -0.27461
C -2.99615 0.36993 -1.97870
C 5.96414 0.38421 -1.02509
C -1.57425 5.29777 0.00812
C 1.48181 4.73685 2.08147
C -2.98381 2.27104 3.24705
C -0.92912 2.75460 -3.07446
C 1.41959 3.34714 2.69731
C -2.39116 1.69108 -1.47510
C -2.46984 0.83763 3.01444
C -2.64985 -6.50400 3.43781
C 3.84095 -0.17449 1.98783
C 4.45237 -0.06246 3.35983
C -0.19986 4.72837 0.42698
C -5.48577 4.12067 1.30446
C 0.38771 -0.44447 0.49125
B 0.43372 -0.45325 -3.79904
B 0.48252 -4.49436 -2.76465
H -0.40041 -1.85150 -0.94922
H 1.37672 -5.13426 -3.10778
H -3.20984 -2.94159 2.82823
H -1.89400 -2.71679 3.88601
H -2.38184 -0.03097 -2.77687
H -5.08066 3.95229 0.30399
H -0.58188 -4.85155 -3.12423
H -0.53157 -0.50013 1.07344
H -1.44324 1.46043 -1.00247
H -3.73594 4.83680 2.28853
H 0.71524 -3.39008 -3.02707
H 4.94475 0.91597 3.41399
H 0.45181 -2.68351 0.31116
H -3.09187 2.20197 -0.82989
H 0.50101 -4.51089 -1.61065
H 2.36610 2.78780 2.71020
H 1.06332 3.41401 3.71966
H -1.63466 -2.36882 2.14464
H 1.71887 5.45093 2.86473
H -3.98774 0.51560 -2.40553
H 3.74680 0.04872 4.18172
H 3.03386 0.54628 1.87518
H 2.19084 4.87427 1.26849
H -0.68237 -4.67421 3.07638
H 1.23480 -1.22345 -3.52034
H 1.08836 0.47359 -4.03063
H 1.23159 -0.46359 1.18961
H -3.12728 -0.18668 -1.04669
H -0.12015 -0.74410 -4.79929
H -1.85142 -4.85012 1.70508
H 5.18804 -0.83930 3.54305
H -6.31007 3.44587 1.51225
H -0.18477 -0.22670 -2.86542
H -5.77259 5.17175 1.30687
H 0.88893 2.67118 2.01756
H -4.86831 4.10558 3.34758
H 3.50614 -1.20063 1.82335

As for the net charge: +3. The calculation puts the LUMO energy at -12.82 eV. Its HOMO-LUMO gap is 3.535 eV. The spin multiplicity is 1.

=====

Question: Number 3 is which compound?
Answer: C22H37B2F17NO16S2Zr2

=====

Question: Which formula does entry 3 have?
Answer: C22H37B2F17NO16S2Zr2